No. 1
Density functional theory data (ωB97M-V/def2-TZVPD) for a cluster of 2 separate species, C16H17N in total.

```
34
Properties=species:S:1:pos:R:3:forces:R:3:nbo_charge:R:1
C -1.087 -0.416 3.379 -1.3 0.2 0.5 -0.631
C -0.795 0.703 2.446 -0.4 0.0 -0.6 -0.080
C -1.520 1.833 2.197 0.2 -0.3 0.1 -0.039
N -1.056 2.449 1.053 -0.1 0.9 -0.3 -0.538
C 0.063 1.799 0.597 -0.2 -0.7 0.3 0.203
C 1.013 2.072 -0.391 0.4 0.1 -0.3 -0.265
C 2.227 1.422 -0.315 -0.3 -0.2 0.3 -0.212
C 2.457 0.394 0.637 -0.2 0.6 -1.1 -0.243
C 1.404 -0.066 1.381 0.4 -0.4 0.2 -0.189
C 0.202 0.670 1.421 1.3 -0.1 0.4 -0.117
H -1.678 -1.163 2.846 0.4 -0.4 -0.2 0.218
H -1.804 -0.116 4.150 0.2 0.3 0.1 0.215
H -0.260 -0.877 3.905 0.4 0.0 -0.3 0.219
H -2.281 2.310 2.788 -0.3 -0.1 0.0 0.208
H -1.318 3.390 0.789 0.1 -0.3 0.0 0.407
H 0.878 2.732 -1.237 -0.3 0.4 0.3 0.215
H 2.971 1.690 -1.052 0.2 -0.1 0.1 0.210
H 3.450 -0.028 0.693 0.0 -0.3 0.0 0.210
H 1.580 -0.988 1.934 -0.4 0.3 0.3 0.212
C 1.323 -2.946 -0.821 -0.1 -0.3 -0.2 -0.639
C 0.226 -2.102 -1.419 0.4 1.0 0.6 -0.006
C -1.054 -1.941 -0.898 -0.1 -0.6 -0.2 -0.216
C -1.975 -1.107 -1.520 0.2 0.0 0.0 -0.202
C -1.590 -0.320 -2.601 -0.8 -0.7 -0.2 -0.229
C -0.356 -0.551 -3.184 0.8 0.8 0.6 -0.201
C 0.600 -1.286 -2.494 -0.8 -1.4 -0.9 -0.213
H 2.059 -2.236 -0.428 0.1 -0.5 0.1 0.231
H 1.770 -3.558 -1.609 0.2 0.3 -0.1 0.215
H 1.043 -3.692 -0.071 -0.3 0.5 0.2 0.216
H -1.375 -2.538 -0.048 0.1 0.0 -0.1 0.206
H -3.024 -1.178 -1.245 0.2 0.5 0.3 0.211
H -2.333 0.339 -3.038 0.1 -0.1 -0.2 0.210
H -0.084 -0.123 -4.138 0.0 0.3 0.0 0.209
H 1.562 -1.488 -2.953 0.1 0.3 0.0 0.204
```
Positions in Å, forces in eV/Å.

## Properties
Total charge: 0
SMILES: Cc1c[nH]c2ccccc12.Cc1ccccc1
Multiplicity: 1
HOMO energy in eV: -7.71
Relative energy (zero: lowest compared OMol25 entry of this formula, charge and spin) in kcal per mole: 18.53
E_LUMO in eV: 0.93



No. 2
Density functional theory data (ωB97M-V/def2-TZVPD) for a cluster of 5 separate species, C19H48BBrF3N4O6 in total.

```
82
Properties=species:S:1:pos:R:3:forces:R:3:mulliken_charge:R:1
C 1.369 6.221 1.381 0.2 0.1 -0.1 -0.942
O 1.694 4.907 1.788 -0.2 -0.1 -0.1 -0.177
B 1.657 4.673 3.183 0.0 -0.3 0.5 0.460
O 0.469 4.059 3.659 0.1 0.2 0.2 -0.577
C 2.783 4.961 4.144 0.0 0.8 -1.0 -0.491
Br 4.445 5.501 3.189 -0.2 -0.1 0.3 -0.302
C 2.520 5.955 5.171 -0.1 -0.3 0.9 0.716
F 3.495 6.111 6.132 -0.2 0.0 -0.3 -0.297
F 2.309 7.273 4.749 0.1 -0.2 0.0 -0.293
F 1.370 5.667 5.870 0.3 0.1 -0.2 -0.272
H 0.974 6.831 2.206 0.1 -0.1 -0.1 0.305
H 2.262 6.728 0.987 -0.1 0.0 0.1 0.294
H 0.604 6.185 0.594 0.1 0.0 0.1 0.297
H -0.274 4.666 3.688 -0.1 -0.1 -0.2 0.264
C 5.027 1.919 0.026 0.0 0.0 0.0 -1.655
C 3.757 2.754 0.170 0.1 -0.1 0.0 0.601
C 2.578 2.240 -0.661 -0.2 0.0 0.1 0.002
O 2.642 2.506 -2.055 0.1 -0.1 0.0 -0.458
C 3.387 1.565 -2.799 -0.1 0.1 -0.1 -0.642
N 4.067 4.152 -0.074 0.0 0.1 -0.4 -0.540
H 5.523 2.107 -0.929 0.0 0.0 0.0 0.318
H 5.728 2.184 0.817 0.0 0.0 0.0 0.375
H 4.813 0.849 0.097 0.0 0.0 0.0 0.322
H 3.435 2.688 1.215 0.0 0.0 0.0 0.225
H 1.677 2.743 -0.304 0.0 0.1 0.0 0.289
H 2.438 1.158 -0.508 0.0 0.0 0.0 -0.007
H 3.272 0.561 -2.381 0.1 0.0 -0.1 0.263
H 4.450 1.820 -2.851 0.0 0.0 0.1 0.232
H 2.991 1.561 -3.815 0.0 0.0 0.0 0.269
H 3.258 4.709 0.178 0.1 0.1 0.3 0.108
H 4.214 4.295 -1.070 0.0 -0.1 0.0 0.299
C 0.680 -1.135 -2.099 0.0 0.1 -0.1 -1.126
C 0.929 -2.093 -3.259 0.1 0.1 0.2 0.236
C 0.445 -3.518 -2.964 -0.1 -0.1 -0.1 -0.529
O 1.286 -4.274 -2.114 0.0 0.0 0.0 -0.471
C 1.169 -3.969 -0.735 0.1 -0.1 0.0 -0.358
N 2.342 -2.038 -3.644 0.0 -0.2 0.0 -0.613
H 1.377 -1.297 -1.278 0.0 0.0 0.0 0.110
H 0.801 -0.100 -2.421 0.0 0.0 0.0 0.362
H -0.331 -1.251 -1.705 0.0 0.0 0.1 0.246
H 0.342 -1.737 -4.112 0.0 -0.1 0.0 0.454
H 0.400 -4.083 -3.900 0.1 0.0 0.0 0.428
H -0.573 -3.484 -2.550 0.0 0.0 0.0 0.171
H 0.148 -3.678 -0.479 0.0 0.0 0.0 -0.014
H 1.849 -3.167 -0.442 -0.1 0.0 0.1 0.227
H 1.437 -4.864 -0.173 0.0 0.0 0.0 0.370
H 2.492 -2.594 -4.481 0.0 0.1 0.0 0.268
H 2.878 -2.513 -2.922 0.0 0.1 0.0 0.280
C -1.079 -1.866 4.237 0.0 0.0 0.0 -1.470
C -0.032 -1.038 3.499 0.0 -0.1 0.0 0.411
C -0.510 -0.497 2.146 0.1 0.2 0.0 -0.798
O -0.541 -1.459 1.105 -0.1 -0.1 0.0 -0.052
C -1.711 -2.253 1.039 0.3 0.0 0.0 -0.891
N 1.201 -1.821 3.389 0.0 0.0 -0.1 -0.767
H -1.199 -2.853 3.788 0.0 0.0 0.0 0.293
H -0.774 -2.014 5.272 0.0 0.0 0.0 0.361
H -2.051 -1.367 4.234 0.0 0.0 0.0 0.336
H 0.193 -0.163 4.116 0.0 0.0 0.0 0.476
H 0.197 0.268 1.816 0.0 0.0 0.0 0.260
H -1.491 -0.015 2.242 0.0 0.0 0.0 0.344
H -2.601 -1.679 1.310 0.0 0.0 0.0 0.369
H -1.633 -3.133 1.685 -0.1 0.0 0.0 0.265
H -1.828 -2.596 0.013 0.0 0.1 0.0 0.220
H 1.941 -1.237 3.012 0.0 0.0 0.1 0.282
H 1.052 -2.541 2.687 0.0 0.0 0.0 0.309
C -4.190 -3.130 -2.964 0.0 0.0 0.0 -1.078
C -4.992 -3.596 -1.753 0.1 0.1 -0.1 0.210
C -6.511 -3.531 -1.954 0.0 -0.1 0.1 -0.712
O -7.062 -2.233 -1.867 0.0 0.0 0.0 -0.373
C -7.019 -1.468 -3.055 0.0 0.0 0.1 -0.638
N -4.543 -2.851 -0.575 -0.2 -0.1 0.0 -0.449
H -4.213 -2.045 -3.067 0.0 0.0 0.0 0.300
H -3.145 -3.422 -2.854 0.0 0.0 0.0 -0.018
H -4.571 -3.572 -3.887 0.0 0.0 0.0 0.382
H -4.750 -4.650 -1.583 0.0 0.0 0.0 0.329
H -6.987 -4.103 -1.153 0.0 0.0 0.0 0.352
H -6.796 -3.999 -2.906 0.0 0.0 0.0 0.403
H -7.170 -2.098 -3.937 0.0 0.0 0.0 0.296
H -6.076 -0.926 -3.162 0.0 0.0 0.0 0.237
H -7.827 -0.740 -3.001 0.0 0.0 0.0 0.255
H -4.990 -3.229 0.255 0.1 0.0 0.0 0.263
H -4.902 -1.902 -0.647 0.1 0.0 0.0 0.265
```
Positions in Å, forces in eV/Å.

## Properties
Total charge: -1
Multiplicity: 1
HOMO energy in eV: -3.69
E_LUMO in eV: 1.87



No. 3
Density functional theory data (ωB97M-V/def2-TZVPD) for a cluster of 10 separate species, C33H87O9P in total.

```
130
Properties=species:S:1:pos:R:3:forces:R:3:mulliken_charge:R:1
C 4.270 -3.531 -0.794 -0.5 0.1 0.3 -0.928
C 3.328 -2.485 -1.693 1.2 -0.8 -0.6 -0.241
C 4.086 -1.030 -1.800 0.3 -0.6 0.1 -0.578
C 3.078 0.268 -1.838 0.9 -0.7 -0.6 -0.230
P 3.674 1.672 -0.641 -0.7 1.0 -0.2 0.043
C 5.166 2.628 -1.371 1.9 0.7 -0.5 -0.215
C 6.259 3.106 -0.199 0.1 -1.3 0.2 -0.823
H 4.817 -2.992 0.100 -1.2 -0.9 -1.8 0.286
H 3.547 -4.328 -0.293 1.8 1.4 -1.2 0.215
H 5.123 -4.029 -1.446 -2.0 0.9 1.3 0.316
H 3.261 -2.967 -2.780 -0.1 1.1 2.3 0.257
H 2.235 -2.440 -1.280 2.1 0.2 -0.6 0.180
H 4.838 -0.985 -0.876 -1.8 0.1 -2.0 0.255
H 4.768 -1.019 -2.777 -1.5 -0.1 2.1 0.225
H 3.117 0.686 -2.953 -0.3 -0.6 2.5 0.250
H 1.950 0.000 -1.562 2.6 0.6 -0.5 0.077
H 4.206 1.064 0.581 0.1 -0.2 -1.3 -0.122
H 4.816 3.644 -1.880 0.5 -2.5 1.0 0.029
H 5.758 1.968 -2.167 -1.2 1.5 1.6 0.295
H 7.010 3.920 -0.583 -1.8 -1.5 0.7 0.213
H 6.897 2.151 0.089 -1.3 1.9 -0.5 0.338
H 5.721 3.458 0.791 1.0 -0.5 -2.1 0.148
C 4.739 7.355 -3.240 -0.3 -0.2 -0.3 -1.033
C 4.632 6.727 -1.860 0.4 0.7 -0.3 0.542
C 4.559 7.787 -0.773 -0.2 -0.1 0.4 -1.368
O 5.765 5.893 -1.632 0.2 -0.2 0.1 -0.437
H 5.648 7.962 -3.325 0.0 0.0 0.1 0.343
H 4.803 6.581 -4.012 0.0 0.0 0.1 0.323
H 3.874 7.991 -3.453 0.4 -0.2 0.0 0.219
H 3.741 6.090 -1.814 0.2 -0.1 0.1 0.225
H 5.462 8.408 -0.770 -0.1 0.0 -0.2 0.346
H 4.495 7.320 0.216 -0.1 0.0 -0.1 0.369
H 3.689 8.435 -0.911 0.1 0.0 0.0 0.280
H 6.560 6.449 -1.671 -0.4 -0.2 0.0 0.303
C 3.302 0.649 4.308 0.2 -0.2 0.2 -1.016
C 2.867 2.105 4.325 -0.1 -0.3 -0.6 0.393
C 1.523 2.290 3.638 -0.3 0.2 0.1 -1.054
O 3.848 2.900 3.664 0.2 0.2 0.0 -0.548
H 3.418 0.286 3.280 -0.2 0.0 0.0 0.169
H 4.277 0.533 4.795 -0.2 0.1 0.0 0.318
H 2.575 0.013 4.823 0.1 0.0 -0.1 0.323
H 2.802 2.458 5.360 0.2 0.1 -0.2 0.284
H 1.575 1.985 2.586 0.1 -0.1 0.1 0.180
H 1.228 3.345 3.646 0.0 -0.1 0.1 0.310
H 0.743 1.704 4.133 0.0 0.0 -0.1 0.359
H 3.912 2.593 2.744 -0.1 0.1 0.4 0.281
C 0.960 -5.046 2.468 0.1 -0.2 0.2 -1.389
C 0.524 -3.589 2.484 -0.2 -0.4 -0.5 0.995
C -0.819 -3.405 1.797 -0.2 0.3 0.0 -1.078
O 1.506 -2.795 1.823 0.3 0.3 -0.1 -0.353
H 1.075 -5.408 1.440 -0.1 0.1 0.0 0.388
H 1.934 -5.161 2.955 -0.2 0.0 0.0 0.307
H 0.233 -5.681 2.983 0.2 0.1 -0.1 0.336
H 0.460 -3.236 3.519 0.2 0.0 -0.2 -0.261
H -0.767 -3.709 0.746 0.0 -0.2 0.2 0.281
H -1.115 -2.350 1.806 0.0 -0.1 0.1 0.361
H -1.600 -3.991 2.292 0.1 0.0 -0.1 0.210
H 1.570 -3.101 0.904 0.0 0.1 0.4 0.121
C -2.862 -7.982 0.402 0.2 -0.2 0.3 -1.553
C -3.298 -6.526 0.418 -0.2 -0.4 -0.6 0.721
C -4.642 -6.341 -0.269 -0.2 0.3 0.1 -1.334
O -2.317 -5.731 -0.243 0.3 0.2 -0.1 -0.480
H -2.747 -8.345 -0.626 -0.2 0.1 0.0 0.368
H -1.888 -8.098 0.889 -0.2 0.0 0.0 0.362
H -3.589 -8.618 0.917 0.1 0.0 -0.1 0.377
H -3.363 -6.173 1.453 0.2 0.1 -0.2 0.214
H -4.589 -6.646 -1.320 0.0 -0.1 0.1 0.369
H -4.937 -5.286 -0.260 0.0 -0.1 0.1 0.237
H -5.422 -6.927 0.226 0.0 0.0 -0.1 0.394
H -2.253 -6.038 -1.162 -0.1 0.1 0.4 0.313
C -0.525 0.766 -3.755 0.0 -0.1 -0.4 -1.066
C -1.242 2.033 -3.317 0.3 -0.3 0.5 0.335
C -0.451 2.779 -2.254 0.0 0.3 0.0 -1.080
O -2.526 1.695 -2.799 -0.3 -0.1 0.0 -0.549
H -0.397 0.077 -2.912 0.1 0.1 0.0 0.201
H -1.112 0.234 -4.511 0.1 0.1 0.1 0.328
H 0.460 0.994 -4.172 -0.1 -0.1 0.1 0.325
H -1.400 2.685 -4.183 -0.2 -0.1 0.1 0.280
H -0.320 2.161 -1.358 0.1 -0.1 -0.1 0.241
H -0.985 3.682 -1.939 0.1 -0.1 -0.1 0.340
H 0.537 3.067 -2.626 -0.1 0.0 0.1 0.308
H -2.396 1.116 -2.030 0.0 0.3 -0.3 0.345
C -7.196 -1.763 1.437 -0.4 0.0 0.0 -1.460
C -6.179 -2.872 1.223 0.2 0.7 0.0 0.528
C -4.894 -2.601 1.988 0.2 -0.3 0.2 -1.135
O -5.886 -2.982 -0.168 0.1 0.0 -0.2 -0.452
H -6.809 -0.802 1.080 0.1 -0.1 0.1 0.350
H -8.111 -1.965 0.870 0.1 0.0 0.1 0.336
H -7.455 -1.663 2.496 0.0 0.0 -0.1 0.404
H -6.604 -3.829 1.545 0.1 0.0 -0.3 0.297
H -4.425 -1.670 1.650 -0.1 0.0 0.1 0.332
H -4.166 -3.402 1.815 -0.1 0.1 0.0 0.105
H -5.083 -2.527 3.064 0.1 0.0 -0.1 0.428
H -5.508 -2.137 -0.463 -0.1 -0.3 0.2 0.297
C 0.271 -5.133 7.690 0.3 -0.2 0.1 -1.414
C 0.244 -4.282 6.430 -0.6 -0.1 0.3 0.422
C -0.704 -3.103 6.579 0.1 0.3 -0.1 -1.229
O -0.168 -5.083 5.327 -0.1 -0.1 -0.1 -0.414
H -0.721 -5.548 7.904 0.0 0.2 0.0 0.356
H 0.948 -5.985 7.564 0.0 0.2 0.0 0.333
H 0.600 -4.549 8.555 -0.1 -0.1 -0.1 0.382
H 1.253 -3.917 6.211 -0.1 -0.2 -0.2 0.287
H -1.730 -3.445 6.754 0.1 -0.1 0.1 0.336
H -0.723 -2.506 5.661 0.1 -0.1 0.1 0.292
H -0.405 -2.457 7.410 -0.1 0.0 -0.1 0.374
H -1.064 -5.412 5.512 0.4 0.2 0.0 0.313
C 3.428 11.821 -3.026 0.4 0.1 0.1 -1.285
C 2.875 10.849 -4.057 -0.4 0.4 0.4 0.442
C 1.551 11.337 -4.624 -0.1 -0.1 -0.4 -1.342
O 2.687 9.573 -3.450 -0.3 0.1 0.1 -0.532
H 2.740 11.929 -2.181 -0.1 0.0 -0.2 0.327
H 4.375 11.451 -2.618 -0.1 0.1 -0.1 0.314
H 3.599 12.808 -3.467 0.0 -0.1 0.1 0.393
H 3.599 10.722 -4.869 -0.1 -0.2 0.2 0.267
H 0.797 11.428 -3.834 0.1 0.1 0.0 0.339
H 1.159 10.622 -5.354 0.1 0.1 0.1 0.331
H 1.665 12.310 -5.112 -0.1 -0.1 0.1 0.387
H 2.046 9.676 -2.727 0.2 0.0 -0.3 0.277
C -8.063 -4.279 -4.744 -0.2 -0.1 -0.3 -1.274
C -8.171 -4.908 -3.363 0.4 0.6 0.0 0.299
C -8.243 -3.848 -2.276 -0.2 0.0 0.2 -1.031
O -7.038 -5.742 -3.135 0.2 -0.2 0.0 -0.514
H -7.154 -3.673 -4.829 -0.1 0.0 0.1 0.318
H -8.000 -5.054 -5.515 -0.1 0.1 0.1 0.328
H -8.928 -3.643 -4.956 0.1 0.0 0.0 0.363
H -9.061 -5.544 -3.317 0.3 -0.1 0.0 0.289
H -7.341 -3.227 -2.273 -0.1 -0.1 -0.1 0.208
H -8.308 -4.315 -1.287 0.0 0.1 -0.2 0.243
H -9.114 -3.199 -2.414 0.1 0.0 0.0 0.429
H -6.242 -5.185 -3.174 -0.4 -0.2 0.1 0.342
```
Positions in Å, forces in eV/Å.

## Properties
Total charge: 0
SMILES: CCCCPCC.CC(C)O.CC(C)O.CC(C)O.CC(C)O.CC(C)O.CC(C)O.CC(C)O.CC(C)O.CC(C)O
Multiplicity: 1
HOMO energy in eV: -7.86
E_LUMO in eV: 0.31



No. 4
Density functional theory data (ωB97M-V/def2-TZVPD) for a structure of composition C17H54BCsN2O5.

```
80
Properties=species:S:1:pos:R:3:forces:R:3:mulliken_charge:R:1
Cs -20.949 -15.260 3.592 -0.1 0.1 -0.2 1.174
B -21.809 -13.544 0.739 0.0 0.0 0.4 1.847
H -21.724 -13.069 1.704 0.2 1.9 3.9 -0.257
H -21.582 -12.782 0.010 0.7 2.8 -2.8 -0.435
H -21.069 -14.330 0.729 3.0 -2.9 -0.2 -0.639
H -22.801 -13.953 0.621 -3.6 -1.4 -0.6 -0.177
C -25.887 -18.746 2.298 -0.5 0.0 0.0 -1.548
C -25.844 -17.567 1.297 0.3 0.3 0.9 0.179
N -26.161 -16.238 1.882 0.7 -1.4 1.1 0.222
C -25.847 -15.166 0.971 -1.4 0.4 -0.3 0.203
C -26.639 -15.210 -0.358 0.9 0.2 -0.6 -1.276
C -27.479 -16.232 2.513 0.0 -0.1 -0.5 -0.348
C -27.885 -14.913 3.123 0.3 0.5 0.1 -1.337
H -26.894 -19.039 2.595 -0.2 0.4 0.1 0.407
H -25.327 -18.547 3.211 0.1 0.2 0.0 0.324
H -25.520 -19.696 1.908 0.4 0.3 -0.5 0.433
H -24.822 -17.486 0.929 0.0 0.0 -0.1 -0.151
H -26.493 -17.754 0.441 -0.2 -0.3 -0.2 0.353
H -26.096 -14.227 1.466 0.1 0.0 0.0 0.317
H -24.775 -15.086 0.787 0.0 -0.4 -0.1 -0.584
H -26.365 -14.305 -0.901 -0.3 0.1 -0.1 0.360
H -26.320 -16.018 -1.016 0.2 -0.2 0.1 0.324
H -27.726 -15.298 -0.340 0.0 0.2 0.6 0.325
H -27.514 -16.971 3.314 0.3 -0.1 0.0 0.367
H -28.209 -16.584 1.784 -0.6 0.1 -0.3 0.406
H -27.229 -14.700 3.967 0.1 0.1 0.1 0.305
H -28.908 -14.909 3.498 0.0 -0.2 -0.1 0.392
H -27.769 -14.079 2.431 -0.2 0.0 0.0 0.296
C -16.880 -13.167 1.193 -0.6 -0.6 0.3 -1.536
C -18.121 -13.743 1.967 0.9 2.0 -0.2 1.084
N -18.057 -15.098 2.417 -0.7 0.6 0.3 0.690
C -17.984 -16.006 1.290 0.3 -0.1 0.8 -0.395
C -18.216 -17.404 1.799 0.3 -1.0 -1.4 -1.238
C -16.985 -15.292 3.383 0.4 0.0 1.0 -0.505
C -16.972 -14.371 4.635 -1.4 0.0 -0.6 -1.262
H -17.002 -12.092 1.060 -0.1 -0.1 0.0 0.407
H -16.818 -13.645 0.215 0.1 0.1 -0.1 0.363
H -15.945 -13.355 1.721 0.0 0.1 0.0 0.386
H -18.240 -13.145 2.870 -0.2 0.3 -0.1 -0.316
H -18.981 -13.561 1.322 -0.2 -0.3 0.1 -0.624
H -18.698 -15.753 0.506 -0.3 0.3 0.2 0.143
H -16.998 -15.848 0.853 0.3 -0.6 -0.4 0.328
H -19.198 -17.585 2.236 0.0 0.4 0.3 0.158
H -18.236 -18.044 0.916 0.2 -0.3 0.0 0.445
H -17.405 -17.767 2.429 -0.3 0.0 0.1 0.399
H -16.004 -15.240 2.910 0.3 -0.2 -0.2 0.372
H -17.123 -16.290 3.800 0.3 -0.1 -0.1 0.313
H -16.292 -14.709 5.418 0.1 0.0 -0.3 0.447
H -17.981 -14.420 5.046 -0.2 -0.2 0.4 0.246
H -16.889 -13.296 4.477 0.6 -0.1 -0.3 0.227
C -22.700 -16.648 -0.503 1.2 0.0 -0.6 -0.560
O -22.291 -16.464 0.859 -1.0 -1.2 -0.1 -0.620
H -22.691 -17.699 -0.789 0.3 -0.1 0.4 0.343
H -23.664 -16.288 -0.862 -0.4 0.4 0.9 0.141
H -21.949 -16.131 -1.100 0.0 -0.1 -0.4 0.246
H -22.031 -15.542 0.909 -0.1 0.5 -0.2 -0.432
C -24.333 -11.820 -0.981 -0.6 -1.2 0.3 -0.249
O -24.135 -11.783 0.408 -0.1 1.1 0.4 -0.629
H -24.775 -12.797 -1.179 -0.1 -0.2 -0.6 -0.057
H -25.096 -11.088 -1.246 0.4 0.3 -0.2 0.333
H -23.408 -11.787 -1.556 0.0 0.5 -0.1 0.144
H -23.357 -12.313 0.596 0.0 -0.2 0.1 0.125
C -19.629 -10.911 4.303 -1.1 -1.1 0.2 -0.442
O -19.113 -11.559 5.513 0.2 1.3 -1.3 -0.510
H -19.046 -10.167 3.760 0.8 -0.3 0.4 0.340
H -19.849 -11.735 3.625 0.1 0.2 -0.2 -0.075
H -20.578 -10.415 4.509 -0.1 0.0 0.3 0.346
H -18.467 -10.924 5.831 0.1 -0.2 0.5 0.308
C -19.571 -12.716 -2.093 -0.5 0.1 1.2 -0.398
O -20.163 -13.932 -1.681 0.6 -1.0 -1.4 -0.557
H -19.268 -12.705 -3.140 -0.1 -0.4 0.1 0.336
H -20.285 -11.908 -1.932 0.0 0.3 -0.2 0.118
H -18.721 -12.525 -1.438 0.3 0.3 -0.2 0.063
H -20.797 -13.818 -0.969 0.0 0.5 0.1 0.143
C -20.498 -9.664 1.040 0.1 0.0 0.0 -0.857
O -19.647 -10.802 0.915 -0.1 0.5 0.0 -0.409
H -19.924 -8.818 1.418 0.1 -0.2 0.3 0.293
H -20.909 -9.320 0.091 -0.1 -0.2 -0.3 0.301
H -21.327 -9.917 1.701 -0.1 0.3 0.1 0.304
H -20.263 -11.528 0.788 0.0 -0.5 -0.1 0.295
```
Positions in Å, forces in eV/Å.

## Properties
Total charge: 0
Multiplicity: 1
HOMO energy in eV: -7.82
E_LUMO in eV: -0.37